[1]
Here is a single C5H9NO molecule from the OMol25 dataset. Energies are from ωB97M-V/def2-TZVPD.

The calculation puts the HOMO energy at -10.9 eV. For the LUMO energy, the calculation gives 0.7 eV. Its charge is 0. Its spin multiplicity is 1.

Last column: Mulliken charge in e.
Element x y z (Å)
O (0.53, 1.72, -0.01)  -0.541
N (-0.14, -2.08, -2.80)  -0.429
C (0.29, -1.14, -2.28)  0.247
C (-0.09, -0.55, 0.69)  -0.322
C (-0.06, 0.50, -0.43)  0.010
C (0.82, 0.05, -1.61)  -0.527
C (-0.69, -0.02, 1.99)  -1.350
H (-0.66, -1.42, 0.34)  0.359
H (0.90, 0.87, -2.33)  0.324
H (-0.70, -0.80, 2.75)  0.380
H (-1.72, 0.33, 1.85)  0.335
H (-0.07, 2.14, 0.61)  0.338
H (0.94, -0.89, 0.88)  0.288
H (1.83, -0.16, -1.23)  0.308
H (-1.08, 0.67, -0.80)  0.247
H (-0.10, 0.81, 2.39)  0.335



[2]
Here is 2 unconnected molecules or ions with the total composition C3H6N2O from the OMol25 dataset. Energies are from ωB97M-V/def2-TZVPD.

The calculation puts the HOMO energy at -9.9 eV. For the LUMO energy, the calculation gives 0.2 eV. Its charge is 0. Its spin multiplicity is 1.

Last column: Mulliken charge in e.
Element x y z (Å)
O (-0.42, -2.26, 0.72)  -0.491
N (-0.20, 0.33, -0.30)  -0.181
N (0.14, 1.57, -1.08)  -0.481
C (-1.08, 2.31, -1.00)  -0.229
C (0.84, -0.26, 0.06)  0.011
C (0.80, -1.48, 1.19)  -0.443
H (1.85, -2.20, 1.33)  0.288
H (-0.84, 3.23, -1.63)  0.287
H (-1.04, -1.35, 0.83)  0.372
H (0.74, -0.60, 2.37)  0.200
H (-2.14, 2.09, -0.40)  0.252
H (1.82, 0.15, -0.05)  0.415



[3]
Here is a molecular structure, CdN11O33Pb from the OMol25 dataset. Energies are from ωB97M-V/def2-TZVPD.

The calculation puts the HOMO energy at 8.3 eV. For the LUMO energy, the calculation gives 13.4 eV. Its charge is -7. Its spin multiplicity is 1.

Last column: Mulliken charge in e.
Element x y z (Å)
Pb (-27.45, -3.15, 10.68)  1.685
Cd (-22.51, -1.22, 11.71)  1.569
O (-26.40, -5.58, 13.88)  -0.776
O (-23.17, -5.18, 13.10)  -0.684
O (-20.66, -0.98, 15.32)  -0.810
O (-22.71, -5.10, 11.09)  -0.717
O (-29.52, -1.95, 9.66)  -0.567
O (-30.82, -6.00, 11.53)  -0.716
O (-23.00, -3.31, 12.08)  -0.444
O (-28.16, -1.77, 8.06)  -0.753
O (-20.52, -2.77, 14.23)  -0.674
O (-26.04, -4.78, 12.01)  -0.616
O (-31.27, 1.35, 8.04)  -0.697
O (-24.49, -0.52, 11.97)  -0.814
O (-19.91, -3.60, 10.44)  -0.679
O (-21.14, -0.52, 8.35)  -0.613
O (-22.01, -1.37, 13.81)  -0.354
O (-29.18, -6.22, 12.82)  -0.642
O (-30.10, 2.48, 9.42)  -0.755
O (-28.51, -7.04, 9.83)  -0.668
O (-20.27, 1.62, 10.48)  -0.638
O (-19.80, 1.61, 12.49)  -0.740
O (-18.87, -1.88, 9.84)  -0.728
O (-22.61, -1.36, 9.59)  -0.413
O (-27.30, -5.42, 9.28)  -0.565
O (-20.43, -1.81, 11.33)  -0.253
O (-30.93, 0.62, 9.95)  -0.613
O (-30.30, -1.42, 7.81)  -0.670
O (-26.77, -3.49, 13.38)  -0.741
O (-26.64, -0.85, 11.65)  -0.814
O (-25.19, -1.95, 10.60)  -0.789
O (-29.46, -4.45, 11.79)  -0.611
O (-21.59, 0.65, 11.80)  -0.425
O (-26.82, -7.37, 8.58)  -0.754
O (-22.71, -1.41, 7.42)  -0.765
N (-22.95, -4.50, 12.15)  0.787
N (-29.30, -1.61, 8.53)  1.112
N (-27.56, -6.60, 9.21)  0.939
N (-22.19, -1.08, 8.46)  0.820
N (-19.69, -2.41, 10.59)  0.725
N (-30.73, 1.48, 9.12)  1.054
N (-29.92, -5.53, 12.16)  0.934
N (-20.60, 1.36, 11.59)  0.931
N (-21.09, -1.72, 14.45)  1.011
N (-25.45, -1.08, 11.42)  1.585
N (-26.32, -4.59, 13.14)  1.346



[4]
Here is 6 unconnected molecules or ions with the total composition C6H25NO6 from the OMol25 dataset. Energies are from ωB97M-V/def2-TZVPD.

The calculation puts the HOMO energy at -8.8 eV. For the LUMO energy, the calculation gives 0.4 eV. Its charge is 0. Its spin multiplicity is 1.

Last column: Mulliken charge in e.
Element x y z (Å)
O (1.30, -3.83, -0.08)  -0.707
O (-1.08, -3.38, -1.06)  -0.778
O (0.70, -2.07, 3.19)  -0.577
O (-2.72, -1.12, -0.78)  -0.613
O (0.42, -1.24, -0.30)  -0.724
O (-0.57, 1.26, 3.10)  -0.523
N (0.14, 1.22, -1.40)  -0.270
C (-0.80, 2.13, 0.81)  -0.146
C (-1.19, 1.14, 1.90)  -0.555
C (-1.09, 1.59, -0.58)  -0.803
C (2.28, 1.72, -0.61)  -1.080
C (1.48, 2.62, -2.96)  -1.234
C (1.18, 2.39, -1.48)  0.355
H (1.85, 1.06, 0.16)  0.102
H (0.77, 2.64, -3.83)  0.363
H (0.21, -0.34, -0.07)  -0.044
H (0.99, -1.19, -1.02)  0.430
H (0.80, -2.85, 2.69)  0.315
H (-3.35, -1.80, -1.00)  0.302
H (1.16, -2.81, -0.15)  0.503
H (-0.59, -2.60, -1.16)  0.478
H (-1.97, -1.58, -0.51)  0.289
H (0.69, 3.33, -0.99)  0.280
H (1.31, -2.13, 3.92)  0.283
H (2.32, 1.98, -3.22)  0.305
H (-1.79, 0.77, -0.66)  0.445
H (2.91, 1.04, -1.08)  0.408
H (2.83, 2.40, 0.05)  0.328
H (0.24, 2.15, 0.89)  0.116
H (-1.62, 2.41, -1.26)  0.327
H (-0.95, -3.56, -0.13)  0.339
H (1.81, 3.74, -2.86)  0.291
H (-2.28, 1.45, 2.27)  0.270
H (0.59, -4.19, -0.54)  0.345
H (-1.27, 0.10, 1.62)  0.281
H (-0.24, 0.79, -2.21)  0.225
H (-1.25, 3.11, 0.91)  0.361
H (0.37, 0.96, 2.89)  0.316



[5]
Here is a single C10H14N2OS molecule from the OMol25 dataset. Energies are from ωB97M-V/def2-TZVPD.

The calculation puts the HOMO energy at -8.1 eV. For the LUMO energy, the calculation gives 0.6 eV. Its charge is 0. Its spin multiplicity is 1.

Last column: Mulliken charge in e.
Element x y z (Å)
S (2.03, 0.22, 2.68)  -0.407
O (-2.18, -1.11, 0.51)  -0.547
N (-0.40, 0.37, 1.69)  -0.244
N (1.50, 1.13, 0.25)  -0.093
C (-1.20, 0.49, -1.96)  -0.275
C (0.56, 1.87, -0.48)  -1.529
C (0.97, 0.64, 1.48)  0.085
C (0.21, 0.92, -1.59)  0.925
C (-2.33, -1.04, 2.01)  -0.230
C (-0.90, -0.70, 2.53)  -0.830
C (-0.49, -1.23, -3.58)  -0.682
C (1.19, 0.03, -2.15)  -0.229
C (0.80, -1.11, -2.98)  -0.479
C (-1.47, -0.36, -2.91)  -0.439
H (-2.85, -2.07, 2.27)  0.251
H (-1.08, 0.43, 0.93)  0.414
H (2.57, 1.32, 0.17)  0.316
H (-0.24, 2.27, -0.12)  0.732
H (1.56, -1.81, -3.30)  0.398
H (-0.79, -0.27, 3.54)  0.428
H (-1.88, 1.40, -1.65)  0.158
H (-0.13, -1.55, 2.68)  0.313
H (-1.25, -1.65, 0.13)  0.331
H (-0.73, -2.12, -4.06)  0.404
H (2.28, 0.17, -1.81)  0.186
H (1.19, 2.66, -0.92)  0.397
H (-3.14, -0.20, 2.30)  0.219
H (-2.45, -0.64, -3.03)  0.427



[6]
Here is a single C5H13NO molecule from the OMol25 dataset. Energies are from ωB97M-V/def2-TZVPD.

The calculation puts the HOMO energy at -9.2 eV. For the LUMO energy, the calculation gives 0.9 eV. Its charge is 0. Its spin multiplicity is 1.

Last column: Mulliken charge in e.
Element x y z (Å)
O (1.28, 0.67, -1.38)  -0.608
N (-0.68, 0.68, 0.53)  -0.407
C (-0.06, -0.63, 0.13)  0.084
C (-0.75, -0.21, -2.32)  -1.369
C (1.09, -0.97, 1.09)  -1.529
C (0.41, -0.47, -1.32)  0.255
C (-0.45, 1.20, 1.89)  -1.153
H (-1.05, 0.80, 2.71)  0.341
H (0.93, -1.34, -1.72)  0.390
H (1.90, -0.25, 1.06)  0.313
H (-1.68, 0.57, 0.51)  0.278
H (-0.86, 2.22, 1.82)  0.361
H (-0.42, -0.56, -3.29)  0.372
H (0.60, 1.32, 2.12)  0.400
H (1.04, 1.22, -0.61)  0.392
H (0.71, -0.88, 2.11)  0.462
H (-0.78, -1.45, 0.17)  0.403
H (1.43, -1.99, 0.88)  0.400
H (-1.65, -0.78, -2.01)  0.323
H (-1.03, 0.84, -2.37)  0.292